The following is a quantum chemistry calculation of a structure of composition C10H15N2O4S2 at a distorted geometry, from the OMol25 dataset.

Results
M, Da: 291.37
LUMO energy, eV: 2.85
E_tot, eV: -43451.77288
Highest occupied orbital energy, eV: -5.606
Frontier orbital gap, eV: 8.5

```
! wB97M-V def2-TZVPD RIJCOSX def2/J DEFGRID3
* xyz -1 1
C -2.8196 -0.4456 -1.4932
C -2.2705 -1.5656 -2.0150
S -1.9609 -2.9856 -0.8745
O -2.9294 -4.0695 -1.1433
O -2.1732 -2.5016 0.5111
N -0.4306 -3.6205 -1.1560
S 0.6812 -3.0659 -0.0044
O 0.4294 -3.5751 1.3589
O 1.9925 -3.6206 -0.4261
C 0.7431 -1.2436 -0.0761
C 1.3444 -0.5564 1.2170
C 0.1638 0.1313 2.0100
C 0.0575 1.6953 1.8092
N 0.6226 2.2363 0.5575
C 0.4037 1.9459 -0.7698
C 1.1758 2.7991 -1.6705
C 1.8876 3.6712 -0.6834
C 1.5460 3.2847 0.6903
H -2.8789 -0.2743 -0.3854
H -3.2006 0.3565 -2.1794
H -1.9456 -1.7147 -3.0692
H 1.3543 -0.8973 -0.9565
H -0.2868 -0.8192 -0.2583
H 1.7688 -1.3817 1.8624
H 2.2087 0.1316 1.0034
H -0.8271 -0.3683 1.8021
H 0.3413 -0.0316 3.1176
H 0.5626 2.2242 2.6631
H -1.0218 2.0237 1.8479
H -0.2927 1.1423 -1.1125
H 1.2220 2.8180 -2.7819
H 2.5732 4.4993 -0.9901
H 1.9591 3.7777 1.5950
*
```

---

The following is a quantum chemistry calculation of a structure of composition C31H27BrCoN8OS3, from the OMol25 dataset.

Results
M, Da: 762.65
LUMO energy (alpha / beta), eV: -0.54 / -0.59
E_tot, eV: -186730.82374
Highest occupied orbital energy (alpha / beta), eV: -6.375 / -6.371
Frontier orbital gap (alpha / beta), eV: 5.8 / 5.8

```
! wB97M-V def2-TZVPD RIJCOSX def2/J DEFGRID3
* xyz 0 4
Co 0.0391 -0.5056 -0.2032
Br 2.9429 2.2979 5.8510
C 2.6166 1.3810 4.2239
C 3.0693 0.0666 4.0606
C 2.8106 -0.6151 2.8990
C 2.0627 -0.0410 1.8344
O 1.8060 -0.7454 0.7838
C 1.6288 1.3043 2.0234
C 0.8947 2.0384 1.0332
N 0.4337 1.5275 -0.0557
C -0.1703 2.3193 -1.0540
C -0.1256 3.6882 -1.1269
C -0.7423 4.3685 -2.1954
C -1.3796 3.6720 -3.1831
C -1.4225 2.2609 -3.1453
C -2.0606 1.4794 -4.1407
C -2.0389 0.1250 -4.0474
C -1.3787 -0.4723 -2.9518
N -0.7703 0.2166 -2.0190
C -0.8063 1.5807 -2.0858
C 1.9262 1.9912 3.2138
H 3.6231 -0.4100 4.8585
H 3.1639 -1.6294 2.7685
H 0.7271 3.0935 1.2558
H 0.4008 4.2619 -0.3770
H -0.6983 5.4484 -2.2300
H -1.8567 4.1893 -4.0044
H -2.5583 1.9753 -4.9643
H -2.5214 -0.5074 -4.7778
H -1.3372 -1.5499 -2.8814
H 1.5825 3.0114 3.3269
C -4.7693 3.5983 -1.9107
C -5.2589 2.2209 -1.5642
C -6.6050 1.9673 -1.3496
C -6.9264 0.6564 -1.0331
N -6.0359 -0.3065 -0.9250
C -4.7420 0.0220 -1.1402
S -3.5525 -1.2115 -0.9558
N -4.3359 1.2705 -1.4654
H -5.5961 4.2870 -2.0784
H -4.1514 3.5590 -2.8060
H -4.1435 3.9880 -1.1058
H -7.3553 2.7393 -1.4299
H -7.9606 0.3731 -0.8552
C -0.6427 0.6537 4.4242
C -1.2794 1.5873 3.4549
N -1.7589 1.2602 2.2813
C -2.2610 2.4197 1.7379
C -2.0749 3.4598 2.5953
N -1.4446 2.9142 3.6943
H 0.0989 0.0381 3.9147
H -1.3894 -0.0111 4.8602
H -0.1426 1.1937 5.2282
H -2.7308 2.4209 0.7676
H -2.3327 4.5015 2.5394
H -1.1521 3.4026 4.5228
S -0.8475 -3.4096 3.2766
C -2.3363 -2.6401 2.9188
C -2.1726 -1.7510 1.9112
N -0.8924 -1.6886 1.4146
C -0.1028 -2.5144 2.0447
H -3.2414 -2.8816 3.4463
H -2.9346 -1.1431 1.4590
H 0.9449 -2.6047 1.8070
S 1.4295 -4.3842 -2.3105
C -0.2414 -4.5039 -1.9622
C -0.6556 -3.4031 -1.2893
N 0.3336 -2.4815 -1.0513
C 1.4777 -2.8740 -1.5323
H -0.8252 -5.3542 -2.2642
H -1.6618 -3.1967 -0.9526
H 2.3842 -2.3005 -1.4235
*
```

---

The following is a quantum chemistry calculation of a structure of composition C34H30Cl2N5O7S3Sn at a distorted geometry, from the OMol25 dataset.

Results
M, Da: 906.46
LUMO energy (alpha / beta), eV: -5.76 / -6.04
E_tot, eV: -120903.84535
Highest occupied orbital energy (alpha / beta), eV: -9.960 / -9.958
Frontier orbital gap (alpha / beta), eV: 4.2 / 3.9

```
! wB97M-V def2-TZVPD RIJCOSX def2/J DEFGRID3
* xyz 1 1
Sn -1.0308 0.4986 0.2769
Cl -1.8631 -4.1984 6.2621
C -1.7655 -2.8756 5.1888
C -1.1644 -1.6739 5.6054
C -1.0447 -0.6380 4.7284
C -1.4781 -0.7270 3.3574
O -1.2794 0.2487 2.5892
C -2.1504 -1.9531 2.9792
C -2.7203 -2.1560 1.6670
O -2.5206 -1.5190 0.6462
C -2.2812 -2.9839 3.9065
H -0.8040 -1.5912 6.6198
H -0.5858 0.2920 5.0274
H -3.4297 -3.0073 1.6190
H -2.7691 -3.8999 3.6069
Cl 3.8722 -6.2501 -1.3768
C 3.1581 -4.7083 -1.1101
C 3.9617 -3.5772 -1.0253
C 3.3908 -2.3425 -0.7741
C 2.0150 -2.2448 -0.6126
C 1.2123 -3.3774 -0.7226
C 1.7769 -4.6079 -0.9883
C 1.3328 -0.9688 -0.2289
O 1.3550 0.0424 -0.9381
O 0.7052 -1.0601 0.8604
H 5.0271 -3.6729 -1.1523
H 4.0126 -1.4624 -0.6975
H 0.1424 -3.2740 -0.6136
H 1.1668 -5.4909 -1.0945
C -2.2368 5.4752 -1.6936
C -1.9285 3.9883 -1.8057
C -2.5623 3.3875 -3.0620
N -2.1763 2.0076 -3.2911
C -0.9539 1.4731 -3.3435
S -0.8196 -0.1979 -3.2219
N 0.1834 2.2075 -3.4724
C 0.4473 3.4710 -4.0381
O 1.3827 4.1083 -3.6250
C -0.4059 3.9081 -5.1633
C -0.9888 3.0089 -6.0554
C -1.7412 3.4835 -7.1154
C -1.9264 4.8466 -7.2934
C -1.3328 5.7457 -6.4196
C -0.5621 5.2822 -5.3701
H -1.8242 5.8632 -0.7657
H -3.3104 5.6490 -1.6893
H -1.8032 6.0257 -2.5267
H -2.3105 3.4565 -0.9348
H -0.8459 3.8481 -1.8294
H -2.3128 3.9981 -3.9332
H -3.6469 3.3887 -2.9590
H -2.8965 1.3096 -3.1564
H 0.9983 1.7867 -3.0288
H -0.8329 1.9471 -5.9347
H -2.1836 2.7876 -7.8107
H -2.5258 5.2062 -8.1173
H -1.4666 6.8074 -6.5641
H -0.0732 5.9656 -4.6915
N -6.5091 7.0214 -0.8051
C -5.8183 6.0410 -0.1757
C -5.0531 6.3245 0.9685
C -4.2927 5.3434 1.5657
C -4.2924 4.0604 1.0403
C -5.0516 3.7552 -0.0786
C -5.8182 4.7284 -0.6778
S -3.2511 2.7708 1.6703
O -2.9385 1.9622 0.4868
O -3.8058 2.0666 2.7752
N -1.9879 3.6466 2.1939
C -0.7469 3.5551 1.8981
S 0.3827 4.7133 2.6993
C 1.6699 4.0003 1.8388
C 1.2218 2.9793 1.0370
N -0.0962 2.7432 1.0749
H -6.5937 7.9289 -0.3803
H -7.1347 6.7959 -1.5587
H -5.0542 7.3253 1.3734
H -3.6990 5.5581 2.4379
H -5.0291 2.7488 -0.4628
H -6.4304 4.4953 -1.5356
H 2.6782 4.3436 1.9578
H 1.8331 2.3638 0.3953
*
```

---

The following is a quantum chemistry calculation of a structure of composition C4CsF12N2O8S4 at a distorted geometry, from the OMol25 dataset.

Results
M, Da: 693.20
LUMO energy, eV: 0.69
E_tot, eV: -100003.11165
Highest occupied orbital energy, eV: -6.162
Frontier orbital gap, eV: 6.8

```
! wB97M-V def2-TZVPD RIJCOSX def2/J DEFGRID3
* xyz -1 1
Cs -1.5979 3.4945 -1.7107
C -1.7579 -0.2130 -2.9060
F -1.9592 -1.2190 -3.7281
F -0.4387 -0.1412 -2.4114
F -1.8744 0.9098 -3.5646
S -3.0520 -0.3149 -1.4028
O -4.4658 -0.2269 -1.8693
O -2.7954 -1.5927 -0.7964
N -2.5172 1.0620 -0.4704
S -3.0774 0.6104 0.9144
O -4.6136 0.6083 0.9951
O -2.5165 -0.5006 1.7021
C -2.5060 2.1494 1.9629
F -1.4004 2.0178 2.6644
F -2.5526 3.2539 1.2506
F -3.5667 2.5147 2.8149
C 1.6782 1.5656 -0.1410
F 0.4689 2.2378 -0.0917
F 2.0364 1.1333 -1.3551
F 2.5689 2.4025 0.3720
S 1.6294 0.0273 1.0845
O 1.9241 0.4446 2.4648
O 0.1898 -0.4914 0.9767
N 2.9547 -0.7188 0.3109
S 3.0678 -2.0137 0.9602
O 3.5328 -1.7290 2.2947
O 1.9976 -2.9072 0.8433
C 4.4446 -2.9058 -0.1286
F 5.6651 -2.2202 -0.0157
F 4.5259 -4.1785 0.3519
F 4.0075 -3.0590 -1.3715
*
```

---

> Number 3 is which compound?

C34H30Cl2N5O7S3Sn